Run A
{
  "formula": "H3NS2",
  "method": "ωB97M-V/def2-TZVPD",
  "elements": ["S", "N", "S", "H", "H", "H"],
  "xyz": [[1.586, -0.175, -0.282], [-0.008, 0.712, -0.027], [-1.512, -0.136, -0.227], [1.054, -1.178, 0.674], [0.032, 1.160, 0.880], [-1.397, -0.458, -1.580]],
  "molar_mass_g_mol": 81.165,
  "homo_lumo_gap_ev": 8.7,
  "lumo_ev": 0.09,
  "homo_energy_ev": -8.66
}

Run B
{
  "formula": "H3NS2",
  "method": "ωB97M-V/def2-TZVPD",
  "elements": ["N", "S", "S", "H", "H", "H"],
  "xyz": [[-1.080, 0.602, -0.273], [0.225, 0.860, 0.811], [1.862, -0.386, 0.210], [-1.555, -0.337, -0.248], [-0.906, 0.844, -1.236], [1.454, -1.583, 0.736]],
  "molar_mass_g_mol": 81.165,
  "homo_lumo_gap_ev": 9.9,
  "lumo_ev": 0.54,
  "homo_energy_ev": -9.36
}

Most stable structure: run B

Run A
{
  "formula": "C48H121N7O16",
  "method": "ωB97M-V/def2-TZVPD",
  "elements": ["C", "C", "C", "C", "C", "C", "C", "C", "C", "N", "O", "H", "H", "H", "H", "H", "H", "H", "H", "H", "H", "H", "H", "H", "H", "H", "H", "H", "H", "H", "C", "O", "C", "C", "N", "C", "C", "O", "C", "H", "H", "H", "H", "H", "H", "H", "H", "H", "H", "H", "H", "H", "H", "H", "C", "O", "C", "C", "N", "C", "C", "O", "C", "H", "H", "H", "H", "H", "H", "H", "H", "H", "H", "H", "H", "H", "H", "H", "C", "O", "C", "C", "N", "C", "C", "O", "C", "H", "H", "H", "H", "H", "H", "H", "H", "H", "H", "H", "H", "H", "H", "H", "C", "O", "C", "C", "N", "C", "C", "O", "C", "H", "H", "H", "H", "H", "H", "H", "H", "H", "H", "H", "H", "H", "H", "H", "C", "O", "C", "C", "N", "C", "C", "O", "C", "H", "H", "H", "H", "H", "H", "H", "H", "H", "H", "H", "H", "H", "H", "H", "C", "O", "C", "C", "N", "C", "C", "O", "C", "H", "H", "H", "H", "H", "H", "H", "H", "H", "H", "H", "H", "H", "H", "H", "C", "O", "H", "H", "H", "H", "C", "O", "H", "H", "H", "H", "C", "O", "H", "H", "H", "H"],
  "xyz": [[5.394, -1.235, 2.890], [3.892, -0.779, 2.951], [3.247, -1.166, 1.652], [3.178, -1.474, 4.162], [3.378, -0.830, 5.502], [2.954, 0.656, 5.412], [3.745, 1.427, 4.310], [2.840, 2.701, 4.097], [5.198, 1.804, 4.710], [3.668, 0.714, 3.011], [4.273, 1.365, 1.932], [5.484, -2.292, 2.641], [5.817, -0.774, 1.997], [6.008, -0.863, 3.710], [3.783, -0.860, 0.753], [3.212, -2.253, 1.583], [2.251, -0.766, 1.461], [2.101, -1.470, 3.994], [3.574, -2.488, 4.227], [2.857, -1.353, 6.304], [4.447, -0.848, 5.715], [3.171, 1.217, 6.321], [1.893, 0.657, 5.161], [3.393, 3.261, 3.343], [2.694, 3.394, 4.925], [1.850, 2.470, 3.703], [5.854, 0.934, 4.739], [5.244, 2.241, 5.707], [5.680, 2.506, 4.029], [3.508, 1.631, 1.417], [-4.527, -1.535, -2.624], [-4.420, -1.976, -1.252], [-5.605, -2.287, -0.569], [-6.167, -3.681, -1.050], [-7.257, -3.495, -2.021], [-7.807, -4.785, -2.442], [-8.703, -5.366, -1.301], [-9.787, -4.426, -1.177], [-10.871, -4.824, -0.363], [-5.016, -0.564, -2.700], [-5.083, -2.290, -3.180], [-3.579, -1.387, -3.141], [-6.367, -1.508, -0.602], [-5.220, -2.336, 0.450], [-6.733, -3.981, -0.168], [-5.368, -4.407, -1.201], [-7.925, -2.912, -1.537], [-6.944, -5.367, -2.765], [-8.395, -4.601, -3.341], [-8.093, -5.511, -0.409], [-8.966, -6.398, -1.534], [-11.544, -5.448, -0.951], [-11.391, -3.914, -0.063], [-10.564, -5.361, 0.535], [-0.234, 4.451, 7.251], [-0.723, 3.913, 6.050], [-0.818, 2.490, 6.098], [-1.311, 1.964, 4.675], [-2.752, 2.135, 4.484], [-3.303, 1.709, 3.217], [-3.109, 0.162, 2.907], [-1.759, -0.088, 2.694], [-1.588, -1.324, 1.966], [0.801, 4.160, 7.431], [-0.881, 4.104, 8.056], [-0.283, 5.540, 7.254], [-1.343, 2.190, 7.005], [0.219, 2.187, 6.246], [-1.120, 0.891, 4.687], [-0.697, 2.356, 3.864], [-2.745, 3.135, 4.338], [-2.941, 2.314, 2.386], [-4.377, 1.895, 3.208], [-3.634, -0.082, 1.983], [-3.582, -0.555, 3.578], [-1.755, -2.159, 2.646], [-0.573, -1.315, 1.569], [-2.259, -1.317, 1.107], [2.674, 3.644, 0.510], [1.867, 2.478, 0.686], [0.464, 2.688, 0.936], [-0.374, 1.422, 0.547], [-0.369, 1.337, -0.928], [-0.934, 0.072, -1.342], [0.157, -0.997, -1.391], [0.956, -0.708, -2.540], [2.229, -1.406, -2.495], [2.224, 4.212, -0.304], [3.694, 3.294, 0.352], [2.783, 4.318, 1.360], [0.073, 3.529, 0.362], [0.289, 3.059, 1.946], [-1.375, 1.632, 0.924], [0.196, 0.611, 1.000], [0.612, 1.341, -1.167], [-1.301, 0.173, -2.364], [-1.829, -0.192, -0.780], [-0.283, -1.985, -1.529], [0.734, -0.955, -0.468], [2.043, -2.480, -2.509], [2.755, -1.275, -1.549], [2.839, -1.148, -3.361], [6.994, -2.178, -7.990], [6.127, -1.834, -6.841], [5.630, -3.015, -6.274], [4.739, -2.628, -5.138], [5.436, -2.341, -3.938], [6.240, -1.162, -4.132], [6.514, -0.525, -2.760], [5.284, -0.174, -2.082], [5.372, 0.632, -0.926], [7.635, -1.313, -8.159], [6.397, -2.292, -8.894], [7.643, -3.050, -7.901], [6.435, -3.588, -5.813], [5.184, -3.701, -6.994], [4.083, -3.445, -4.837], [4.015, -1.841, -5.348], [4.756, -2.295, -3.193], [5.856, -0.379, -4.786], [7.220, -1.446, -4.513], [7.171, 0.313, -2.992], [7.079, -1.265, -2.192], [4.314, 0.810, -0.734], [5.968, 1.528, -1.103], [5.794, 0.068, -0.094], [-5.270, 5.567, 7.185], [-4.561, 5.929, 6.018], [-5.174, 5.329, 4.842], [-4.151, 5.515, 3.677], [-2.828, 4.915, 4.009], [-1.763, 5.620, 3.292], [-1.785, 5.770, 1.730], [-0.568, 6.455, 1.428], [-0.311, 6.746, 0.112], [-6.253, 6.019, 7.312], [-4.662, 5.919, 8.019], [-5.488, 4.514, 7.363], [-6.004, 5.935, 4.481], [-5.440, 4.274, 4.914], [-4.197, 6.574, 3.422], [-4.588, 5.064, 2.786], [-2.648, 5.146, 4.975], [-0.839, 5.067, 3.464], [-1.625, 6.601, 3.746], [-2.637, 6.395, 1.464], [-1.773, 4.752, 1.339], [-0.443, 5.856, -0.503], [0.746, 7.005, 0.053], [-0.964, 7.501, -0.325], [-1.493, -2.032, -4.905], [-1.386, -3.472, -4.611], [-0.071, -3.914, -4.472], [0.009, -5.438, -4.238], [-0.242, -6.071, -5.524], [-0.107, -7.561, -5.448], [-0.381, -8.143, -6.862], [-1.700, -7.891, -7.172], [-2.410, -9.092, -7.100], [-1.030, -1.738, -5.847], [-1.172, -1.417, -4.064], [-2.566, -1.958, -5.084], [0.323, -3.426, -3.580], [0.487, -3.555, -5.337], [-0.579, -5.717, -3.364], [0.992, -5.748, -3.884], [-1.172, -5.920, -5.887], [-0.789, -8.026, -4.736], [0.854, -7.958, -5.120], [0.032, -9.146, -6.971], [0.224, -7.573, -7.568], [-3.475, -8.963, -7.293], [-2.291, -9.716, -6.214], [-2.044, -9.651, -7.961], [6.508, 4.696, 2.587], [6.003, 4.101, 1.380], [6.989, 5.628, 2.289], [5.832, 4.680, 3.442], [7.367, 4.062, 2.808], [6.045, 3.163, 1.575], [1.991, 2.630, -3.272], [3.117, 3.351, -3.678], [1.173, 2.642, -3.992], [2.163, 1.562, -3.134], [1.659, 2.892, -2.268], [2.782, 4.211, -3.941], [-3.323, 2.769, -1.145], [-2.114, 3.396, -1.533], [-3.257, 2.588, -0.072], [-4.220, 3.351, -1.357], [-3.501, 1.811, -1.633], [-1.499, 2.659, -1.531]],
  "molar_mass_g_mol": 1052.529,
  "homo_lumo_gap_ev": 8.8,
  "lumo_ev": 0.68,
  "homo_energy_ev": -8.16
}

Run B
{
  "formula": "C48H121N7O16",
  "method": "ωB97M-V/def2-TZVPD",
  "elements": ["C", "C", "C", "C", "C", "C", "C", "C", "C", "N", "O", "H", "H", "H", "H", "H", "H", "H", "H", "H", "H", "H", "H", "H", "H", "H", "H", "H", "H", "H", "C", "O", "C", "C", "N", "C", "C", "O", "C", "H", "H", "H", "H", "H", "H", "H", "H", "H", "H", "H", "H", "H", "H", "H", "C", "O", "C", "C", "N", "C", "C", "O", "C", "H", "H", "H", "H", "H", "H", "H", "H", "H", "H", "H", "H", "H", "H", "H", "C", "O", "C", "C", "N", "C", "C", "O", "C", "H", "H", "H", "H", "H", "H", "H", "H", "H", "H", "H", "H", "H", "H", "H", "C", "O", "C", "C", "N", "C", "C", "O", "C", "H", "H", "H", "H", "H", "H", "H", "H", "H", "H", "H", "H", "H", "H", "H", "C", "O", "C", "C", "N", "C", "C", "O", "C", "H", "H", "H", "H", "H", "H", "H", "H", "H", "H", "H", "H", "H", "H", "H", "C", "O", "C", "C", "N", "C", "C", "O", "C", "H", "H", "H", "H", "H", "H", "H", "H", "H", "H", "H", "H", "H", "H", "H", "C", "O", "H", "H", "H", "H", "C", "O", "H", "H", "H", "H", "C", "O", "H", "H", "H", "H"],
  "xyz": [[-27.700, 17.778, 3.553], [-29.120, 18.249, 3.057], [-29.646, 16.999, 2.224], [-30.068, 18.525, 4.223], [-29.780, 19.862, 4.872], [-30.062, 21.040, 3.867], [-29.213, 20.843, 2.616], [-29.865, 21.799, 1.551], [-27.775, 21.333, 3.024], [-29.167, 19.406, 2.190], [-28.803, 19.213, 0.826], [-26.975, 17.701, 2.742], [-27.377, 18.642, 4.132], [-27.776, 17.083, 4.389], [-30.462, 17.396, 1.620], [-28.783, 16.703, 1.627], [-30.041, 16.193, 2.842], [-31.094, 18.593, 3.861], [-29.970, 17.722, 4.953], [-30.336, 19.981, 5.802], [-28.762, 19.860, 5.262], [-29.730, 21.982, 4.302], [-31.143, 21.020, 3.722], [-29.225, 21.735, 0.671], [-29.713, 22.802, 1.951], [-30.903, 21.524, 1.363], [-27.732, 22.379, 3.325], [-27.068, 21.211, 2.203], [-27.376, 20.763, 3.863], [-29.646, 19.081, 0.385], [-27.686, 17.055, -2.304], [-28.487, 17.722, -3.311], [-29.513, 18.586, -2.830], [-30.552, 19.070, -3.836], [-31.578, 19.874, -3.184], [-31.292, 21.284, -3.270], [-32.250, 22.371, -2.716], [-33.622, 22.088, -2.879], [-34.521, 22.920, -2.164], [-26.920, 16.453, -2.793], [-28.323, 16.316, -1.818], [-27.145, 17.777, -1.692], [-29.008, 19.453, -2.404], [-29.918, 18.067, -1.961], [-31.177, 18.234, -4.151], [-30.219, 19.439, -4.806], [-32.444, 19.691, -3.672], [-31.013, 21.584, -4.280], [-30.378, 21.427, -2.694], [-32.104, 23.340, -3.194], [-32.026, 22.551, -1.665], [-35.519, 22.534, -2.370], [-34.402, 23.980, -2.390], [-34.408, 22.847, -1.082], [-27.253, 9.013, 1.117], [-25.852, 8.702, 0.834], [-25.152, 9.794, 0.318], [-23.646, 9.177, 0.437], [-23.294, 9.162, 1.887], [-22.018, 8.531, 2.145], [-21.681, 8.268, 3.622], [-20.343, 7.645, 3.751], [-19.491, 8.048, 4.862], [-27.570, 8.681, 0.128], [-27.424, 10.080, 1.261], [-27.733, 8.369, 1.854], [-25.139, 10.635, 1.012], [-25.483, 10.086, -0.678], [-23.108, 9.752, -0.316], [-23.664, 8.155, 0.058], [-23.998, 8.547, 2.271], [-21.167, 9.133, 1.825], [-21.906, 7.615, 1.565], [-22.355, 7.633, 4.197], [-21.785, 9.283, 4.004], [-18.882, 8.938, 4.707], [-18.824, 7.189, 4.938], [-19.996, 8.323, 5.788], [-22.468, 8.096, -4.341], [-23.512, 8.986, -4.294], [-23.099, 10.198, -4.892], [-24.269, 11.243, -4.884], [-24.867, 11.794, -3.676], [-24.002, 12.617, -2.858], [-23.998, 14.173, -3.266], [-23.730, 14.428, -4.614], [-22.379, 14.568, -4.916], [-22.692, 7.142, -3.863], [-21.671, 8.421, -3.672], [-22.000, 7.909, -5.307], [-22.915, 9.953, -5.938], [-22.232, 10.575, -4.349], [-25.069, 10.781, -5.462], [-23.808, 12.081, -5.406], [-25.253, 11.078, -3.077], [-22.958, 12.316, -2.940], [-24.316, 12.658, -1.815], [-23.356, 14.721, -2.576], [-24.999, 14.604, -3.234], [-21.702, 14.681, -4.069], [-22.296, 15.318, -5.702], [-21.902, 13.743, -5.444], [-24.851, 14.885, 3.545], [-24.085, 15.402, 4.650], [-23.064, 16.382, 4.346], [-22.575, 16.965, 5.708], [-23.541, 17.593, 6.566], [-24.104, 18.841, 5.982], [-24.974, 19.451, 7.096], [-26.360, 19.152, 7.009], [-26.788, 18.116, 7.874], [-24.631, 13.819, 3.504], [-24.607, 15.205, 2.533], [-25.921, 14.894, 3.755], [-23.327, 17.055, 3.530], [-22.254, 15.791, 3.920], [-21.777, 17.699, 5.588], [-22.248, 16.015, 6.131], [-24.342, 16.988, 6.674], [-24.619, 18.634, 5.044], [-23.298, 19.564, 5.860], [-25.054, 20.524, 6.922], [-24.631, 19.450, 8.131], [-27.279, 18.771, 8.593], [-26.006, 17.590, 8.422], [-27.494, 17.550, 7.266], [-24.711, 21.734, -0.806], [-23.824, 20.694, -0.711], [-24.457, 19.385, -0.424], [-23.488, 18.466, 0.325], [-22.190, 18.266, -0.303], [-22.306, 17.607, -1.618], [-21.694, 18.550, -2.638], [-21.722, 17.770, -3.824], [-20.832, 18.216, -4.825], [-25.502, 21.642, -1.551], [-24.243, 22.718, -0.807], [-25.226, 21.881, 0.143], [-24.773, 18.877, -1.335], [-25.357, 19.514, 0.178], [-23.951, 17.491, 0.472], [-23.362, 18.947, 1.295], [-21.735, 19.168, -0.326], [-23.233, 17.092, -1.873], [-21.751, 16.675, -1.517], [-20.673, 18.827, -2.377], [-22.307, 19.448, -2.713], [-20.835, 19.280, -5.063], [-21.141, 17.661, -5.710], [-19.837, 17.771, -4.790], [-31.795, 14.743, -5.359], [-31.859, 15.894, -4.527], [-32.549, 15.820, -3.301], [-31.966, 14.819, -2.283], [-30.565, 15.021, -2.082], [-29.811, 13.889, -1.599], [-29.862, 13.732, -0.034], [-31.250, 13.596, 0.462], [-31.565, 13.646, 1.893], [-31.118, 13.978, -4.978], [-31.489, 14.914, -6.391], [-32.795, 14.311, -5.356], [-33.618, 15.691, -3.476], [-32.453, 16.834, -2.912], [-32.011, 13.752, -2.502], [-32.427, 14.994, -1.311], [-30.188, 15.554, -2.852], [-28.825, 13.967, -2.057], [-30.187, 12.967, -2.043], [-29.412, 14.672, 0.286], [-29.378, 12.808, 0.281], [-31.764, 12.673, 2.342], [-32.480, 14.233, 1.975], [-30.754, 14.118, 2.447], [-22.166, 13.442, 0.126], [-23.391, 13.186, 0.866], [-21.521, 14.272, 0.414], [-21.569, 12.538, 0.003], [-22.515, 13.615, -0.892], [-23.154, 12.926, 1.759], [-28.604, 12.498, 2.982], [-28.604, 13.115, 4.284], [-29.556, 12.042, 2.713], [-28.272, 13.183, 2.202], [-27.895, 11.673, 3.057], [-28.940, 12.435, 4.872], [-26.408, 14.822, -0.130], [-25.996, 13.736, 0.654], [-27.379, 15.159, 0.230], [-25.913, 15.770, 0.081], [-26.373, 14.539, -1.182], [-25.059, 13.560, 0.537]],
  "molar_mass_g_mol": 1052.529,
  "homo_lumo_gap_ev": 8.4,
  "lumo_ev": 0.51,
  "homo_energy_ev": -7.84
}

Most stable structure: run A